1.
DFT (ωB97M-V with the def2-TZVPD basis set) results for a molecular structure, C58H46N9PPbS4Sb.

## Properties
gap between HOMO and LUMO (spin up / spin down)	5.9 / 7.2	eV
HOMO (spin up / spin down)	-0.2136 / -0.2629	Ha
⟨S²⟩	0.75
spin multiplicity	2

Last column: Mulliken charge in e.
Element x y z (Å)
1 Pb -0.569 -1.133 0.348  1.37
2 C -1.388 3.400 -3.673  -1.16
3 N -1.864 2.779 -2.451  0.81
4 C -1.111 2.531 -1.331  -0.65
5 N -1.846 1.973 -0.394  0.32
6 C -3.104 1.840 -0.902  0.04
7 C -3.143 2.347 -2.189  -0.22
8 C -4.285 2.592 -3.088  -0.01
9 C -4.268 2.227 -4.432  -0.10
10 C -5.348 2.508 -5.256  -0.80
11 C -6.464 3.154 -4.746  -0.44
12 C -6.496 3.511 -3.404  -0.82
13 C -5.415 3.236 -2.583  -0.23
14 C -4.185 1.260 -0.091  0.77
15 C -4.151 1.415 1.294  -0.46
16 C -5.154 0.878 2.086  -0.82
17 C -6.197 0.169 1.507  -0.61
18 C -6.233 0.004 0.128  -0.98
19 C -5.236 0.546 -0.667  -0.05
20 P 0.493 3.365 -1.068  -0.84
21 C 1.765 2.062 -0.982  -0.60
22 N 1.668 0.774 -0.707  0.64
23 C 2.958 0.300 -0.678  -0.55
24 C 3.841 1.328 -0.936  0.74
25 N 3.067 2.437 -1.146  0.36
26 C 3.533 3.809 -1.262  -1.04
27 C 5.313 1.318 -0.909  -0.25
28 C 5.960 0.762 0.196  -0.02
29 C 7.343 0.724 0.253  -0.91
30 C 8.102 1.249 -0.785  -0.42
31 C 7.468 1.805 -1.885  -0.79
32 C 6.082 1.834 -1.951  -0.10
33 C 3.283 -1.121 -0.487  -0.17
34 C 2.654 -1.835 0.676  0.05
35 C 2.207 -3.247 0.295  0.76
36 C 3.238 -3.951 -0.522  -0.83
37 C 4.121 -3.271 -1.256  -0.89
38 C 4.038 -1.819 -1.345  -0.04
39 C 0.410 3.619 0.736  -0.33
40 N 1.376 3.212 1.520  -0.11
41 C 1.000 3.518 2.802  -0.09
42 C -0.239 4.121 2.776  -0.14
43 N -0.585 4.218 1.440  0.35
44 C -1.781 4.825 0.892  -0.95
45 C -1.208 4.460 3.837  -0.34
46 C -1.620 5.767 4.085  -0.04
47 C -2.599 6.024 5.035  -0.87
48 C -3.168 4.980 5.749  -0.40
49 C -2.747 3.676 5.524  -0.96
50 C -1.774 3.417 4.572  0.07
51 C 1.893 3.198 3.926  0.92
52 C 1.631 3.609 5.233  -0.43
53 C 2.474 3.236 6.269  -0.85
54 C 3.601 2.470 6.015  -0.48
55 C 3.893 2.092 4.711  -0.64
56 C 3.045 2.450 3.678  -0.47
57 H -0.625 4.135 -3.425  0.39
58 H -2.212 3.896 -4.178  0.46
59 H -0.950 2.661 -4.344  0.26
60 H -3.414 1.700 -4.831  0.49
61 H -5.321 2.217 -6.298  0.41
62 H -7.304 3.382 -5.388  0.41
63 H -7.365 4.009 -2.995  0.43
64 H -5.440 3.521 -1.538  0.44
65 H -3.328 1.955 1.746  0.72
66 H -5.119 1.012 3.160  0.49
67 H -6.976 -0.258 2.127  0.43
68 H -7.036 -0.559 -0.331  0.43
69 H -5.266 0.399 -1.739  0.57
70 H 4.605 3.816 -1.425  0.58
71 H 3.315 4.355 -0.343  0.26
72 H 3.035 4.304 -2.094  0.30
73 H 5.370 0.361 1.009  0.35
74 H 7.830 0.283 1.114  0.44
75 H 9.183 1.224 -0.738  0.39
76 H 8.053 2.209 -2.702  0.40
77 H 5.603 2.232 -2.838  0.53
78 H 1.824 -1.238 1.045  -0.92
79 H 1.990 -3.815 1.199  0.30
80 H 3.200 -5.034 -0.539  0.46
81 H 4.842 -3.787 -1.878  0.42
82 H 4.529 -1.323 -2.175  0.59
83 H -2.048 5.708 1.466  0.49
84 H -2.620 4.130 0.903  0.17
85 H -1.583 5.126 -0.137  0.35
86 H -1.159 6.587 3.549  0.52
87 H -2.918 7.042 5.219  0.40
88 H -3.935 5.184 6.486  0.40
89 H -3.181 2.863 6.091  0.45
90 H -1.431 2.405 4.385  0.72
91 H 0.768 4.225 5.449  0.51
92 H 2.248 3.552 7.280  0.41
93 H 4.248 2.170 6.830  0.39
94 H 4.779 1.507 4.500  0.41
95 H 3.251 2.134 2.664  0.65
96 N -3.633 -4.016 -1.837  0.07
97 C -3.320 -3.381 -3.019  0.63
98 C -3.716 -3.596 -4.332  -1.27
99 C -3.227 -2.716 -5.278  -0.52
100 C -2.370 -1.665 -4.922  -0.66
101 C -1.984 -1.451 -3.614  -0.56
102 C -2.474 -2.325 -2.647  0.05
103 N -2.306 -2.329 -1.276  0.73
104 C -2.992 -3.351 -0.836  -0.16
105 C -3.129 -3.682 0.568  -0.52
106 C -3.816 -4.720 1.125  -0.41
107 S -3.711 -4.628 2.829  -0.18
108 C -2.741 -3.213 2.680  -0.46
109 N -2.528 -2.841 1.465  0.49
110 H -4.204 -4.834 -1.724  0.21
111 H -4.373 -4.413 -4.602  0.42
112 H -3.509 -2.844 -6.314  0.40
113 H -2.002 -1.012 -5.701  0.46
114 H -1.313 -0.647 -3.335  0.45
115 H -4.345 -5.530 0.651  0.37
116 H -2.328 -2.718 3.548  0.47
117 S 0.114 -1.453 3.051  -0.57
118 Sb 2.055 -2.585 3.773  0.15
119 S 0.632 -3.207 -0.660  -0.47
120 S 3.776 -1.857 2.133  -0.29

2.
DFT (ωB97M-V with the def2-TZVPD basis set) results for a molecular structure, C58H51Br3N10O14 in a non-equilibrium geometry.

## Properties
gap between HOMO and LUMO	5.7	eV
HOMO	-0.3038	Ha

Last column: Mulliken charge in e.
Element x y z (Å)
1 C 3.089 0.898 -1.306  0.06
2 Br 3.441 2.888 -1.155  0.15
3 Br 4.737 -0.181 -0.752  0.04
4 Br 2.451 0.360 -3.103  0.38
5 H 2.329 0.627 -0.573  -1.38
6 C 1.167 -6.093 3.683  -0.45
7 C 0.535 -5.022 4.255  -1.36
8 C 0.125 -3.959 3.433  -0.19
9 C 0.288 -3.978 2.064  1.01
10 C 0.950 -5.084 1.513  -0.24
11 C 1.398 -6.120 2.323  -1.18
12 N -0.054 -2.789 1.249  0.36
13 O -0.506 -1.790 1.784  0.21
14 O 0.081 -2.842 0.014  -0.19
15 H 1.536 -6.885 4.317  0.42
16 H 0.425 -4.938 5.326  0.45
17 H -0.350 -3.106 3.895  0.36
18 H 1.339 -5.182 0.510  0.39
19 H 1.936 -6.911 1.821  0.49
20 C 0.388 -1.113 -3.871  1.63
21 C -0.731 -0.456 -4.430  -0.16
22 C -0.585 0.169 -5.653  -1.04
23 C 0.601 0.175 -6.400  -0.89
24 C 1.668 -0.512 -5.835  -0.47
25 C 1.593 -1.117 -4.588  -0.89
26 N 0.722 0.866 -7.633  0.96
27 O 1.865 0.933 -8.151  -0.60
28 O -0.287 1.422 -8.109  -0.59
29 H 0.249 -1.764 -3.021  -0.07
30 H -1.752 -0.555 -4.091  0.76
31 H -1.484 0.576 -6.091  0.57
32 H 2.516 -0.800 -6.438  0.51
33 H 2.434 -1.693 -4.231  0.50
34 C -4.038 -2.467 0.241  -0.83
35 C -4.600 -2.612 -0.989  -1.10
36 C -3.836 -2.797 -2.146  -0.72
37 C -2.460 -2.563 -2.113  0.34
38 C -1.858 -2.417 -0.840  1.30
39 C -2.665 -2.395 0.355  0.94
40 N -1.679 -2.531 -3.344  0.93
41 O -0.495 -2.947 -3.252  -0.53
42 O -2.184 -2.016 -4.342  -0.60
43 H -4.549 -2.495 1.193  0.62
44 H -5.654 -2.838 -1.055  0.37
45 H -4.344 -3.095 -3.051  0.53
46 H -0.789 -2.346 -0.701  0.07
47 H -2.230 -2.282 1.336  -1.25
48 C 4.355 -5.421 0.047  -0.70
49 C 4.616 -4.177 0.659  -0.94
50 C 3.870 -3.054 0.310  -0.04
51 C 2.822 -3.166 -0.594  1.11
52 C 2.455 -4.428 -1.114  -1.29
53 C 3.273 -5.524 -0.866  -0.28
54 N 2.033 -1.954 -0.947  -0.90
55 O 1.271 -1.948 -1.934  0.45
56 O 2.253 -0.957 -0.302  0.83
57 H 4.903 -6.311 0.319  0.44
58 H 5.393 -4.237 1.407  0.54
59 H 4.186 -2.120 0.750  0.34
60 H 1.661 -4.479 -1.845  0.31
61 H 3.018 -6.483 -1.294  0.42
62 C 1.590 1.647 1.201  1.31
63 C 1.818 0.275 1.087  2.05
64 C 2.963 -0.303 1.657  -0.03
65 C 3.874 0.415 2.435  -2.12
66 C 3.671 1.832 2.472  -1.24
67 C 2.526 2.444 1.908  -0.06
68 N 5.166 -0.208 2.894  1.12
69 O 5.933 0.584 3.375  -0.65
70 O 5.336 -1.411 2.717  -0.64
71 H 0.681 2.049 0.780  0.13
72 H 1.176 -0.415 0.559  -0.12
73 H 3.181 -1.334 1.421  0.03
74 H 4.321 2.427 3.096  0.57
75 H 2.292 3.477 2.120  -0.15
76 C 1.889 4.928 2.438  -0.23
77 C 0.941 4.115 1.833  -0.06
78 C 0.954 4.075 0.459  2.22
79 C 1.948 4.679 -0.291  -1.19
80 C 2.997 5.366 0.347  -0.16
81 C 2.900 5.549 1.732  -1.05
82 N 1.830 4.668 -1.741  1.17
83 O 2.764 5.158 -2.381  -0.60
84 O 0.904 4.029 -2.329  -0.59
85 H 1.846 4.935 3.517  0.40
86 H 0.160 3.721 2.465  -0.72
87 H 0.249 3.463 -0.084  -1.30
88 H 3.719 5.933 -0.222  0.60
89 H 3.653 6.104 2.274  0.40
90 C -0.852 2.150 3.806  -1.29
91 C -0.181 0.967 3.528  -0.45
92 C -0.907 -0.176 3.272  -0.49
93 C -2.288 -0.190 3.539  0.24
94 C -2.907 1.017 4.005  -0.49
95 C -2.230 2.212 4.004  -0.34
96 N -3.024 -1.482 3.451  1.08
97 O -4.253 -1.401 3.255  -0.63
98 O -2.421 -2.562 3.486  -0.54
99 H -0.279 3.064 3.849  1.11
100 H 0.878 0.824 3.372  0.99
101 H -0.396 -1.105 3.068  0.17
102 H -3.952 0.985 4.276  0.49
103 H -2.826 3.046 4.344  0.66
104 N -5.409 2.180 -1.327  -0.70
105 C -4.242 2.114 -0.691  -1.21
106 C -3.300 1.097 -0.740  0.87
107 C -3.557 0.112 -1.686  0.89
108 C -4.779 0.099 -2.409  -0.74
109 C -5.665 1.148 -2.147  -0.98
110 H -3.954 2.974 -0.104  0.84
111 H -2.374 1.245 -0.205  -0.84
112 H -2.839 -0.680 -1.837  -0.47
113 H -5.069 -0.751 -3.009  0.56
114 H -6.598 1.212 -2.688  0.42
115 N -0.789 1.903 0.311  -0.16
116 C -0.886 0.617 0.727  -0.06
117 C -0.320 -0.386 -0.058  1.01
118 C 0.268 -0.074 -1.303  2.94
119 C 0.320 1.255 -1.692  -1.14
120 C -0.266 2.171 -0.873  0.14
121 H -1.484 0.412 1.603  0.75
122 H -0.339 -1.444 0.155  -1.27
123 H 0.711 -0.880 -1.870  -1.28
124 H 0.710 1.438 -2.683  0.54
125 H -0.206 3.181 -1.249  0.18
126 N -3.379 5.333 -0.328  -0.62
127 C -4.202 5.217 0.743  -0.72
128 C -3.843 4.481 1.817  -0.37
129 C -2.653 3.831 1.858  0.92
130 C -1.808 3.945 0.722  1.07
131 C -2.241 4.688 -0.387  -0.47
132 H -5.150 5.733 0.737  0.33
133 H -4.445 4.532 2.712  0.41
134 H -2.376 3.274 2.741  -0.58
135 H -0.778 3.618 0.704  -0.24
136 H -1.540 4.890 -1.183  0.46

3.
DFT (ωB97M-V with the def2-TZVPD basis set) results for a molecular structure, C58H52FGeO2P4RhS2.

## Properties
gap between HOMO and LUMO (spin up / spin down)	6.4 / 5.8	eV
HOMO (spin up / spin down)	-0.3584 / -0.3569	Ha
relative energy (zero: lowest compared OMol25 entry of this formula, charge and spin)	0.00	kcal/mol
⟨S²⟩	0.76
net charge	+1
spin multiplicity	2

Last column: Mulliken charge in e.
Element x y z (Å)
1 Rh -0.836 -0.173 0.261  -2.75
2 F -4.879 -0.044 3.042  -0.53
3 Ge -3.405 -0.038 2.032  1.98
4 C -3.642 1.832 1.398  -1.45
5 C -4.884 2.382 1.740  -0.17
6 C -5.283 3.625 1.278  -0.90
7 C -4.458 4.353 0.433  -0.87
8 C -3.223 3.834 0.092  -0.06
9 C -2.799 2.596 0.583  0.46
10 P -1.129 2.094 0.048  3.62
11 C -1.328 2.155 -1.762  0.63
12 C -2.415 1.444 -2.276  -0.70
13 C -2.596 1.339 -3.643  -0.46
14 C -1.694 1.939 -4.511  -0.92
15 C -0.622 2.657 -4.004  -0.57
16 C -0.436 2.769 -2.633  -0.49
17 C -0.057 3.465 0.539  0.23
18 C -0.502 4.484 1.380  -0.64
19 C 0.331 5.550 1.682  -0.95
20 C 1.613 5.609 1.152  -0.84
21 C 2.072 4.579 0.344  -1.01
22 C 1.246 3.508 0.045  0.90
23 C -2.215 -0.221 3.628  -1.58
24 C -2.901 -0.328 4.843  -0.32
25 C -2.247 -0.219 6.061  -1.01
26 C -0.885 0.025 6.104  -0.80
27 C -0.181 0.101 4.916  -0.19
28 C -0.832 -0.048 3.688  0.19
29 P 0.204 -0.200 2.223  3.19
30 C 1.049 -1.812 2.424  0.87
31 C 1.770 -2.381 1.373  0.37
32 C 2.477 -3.557 1.564  -0.86
33 C 2.482 -4.183 2.801  -1.01
34 C 1.769 -3.626 3.850  -0.81
35 C 1.053 -2.453 3.663  -0.78
36 C 1.515 1.015 2.482  0.81
37 C 1.219 2.194 3.172  -0.09
38 C 2.225 3.088 3.486  -0.99
39 C 3.530 2.831 3.083  -0.87
40 C 3.824 1.677 2.375  -0.81
41 C 2.824 0.760 2.086  -0.73
42 C -4.121 -1.460 0.823  -0.83
43 C -5.519 -1.538 0.885  -0.26
44 C -6.224 -2.540 0.241  -0.97
45 C -5.549 -3.526 -0.462  -0.79
46 C -4.174 -3.452 -0.559  -0.06
47 C -3.461 -2.411 0.039  0.06
48 P -1.672 -2.392 -0.296  2.35
49 C -1.557 -2.608 -2.096  0.81
50 C -0.381 -3.108 -2.661  -0.31
51 C -0.237 -3.179 -4.037  -1.02
52 C -1.264 -2.757 -4.867  -0.88
53 C -2.435 -2.258 -4.316  -0.79
54 C -2.580 -2.178 -2.940  -1.23
55 C -1.157 -3.958 0.460  1.06
56 C -1.307 -4.022 1.845  -0.25
57 C -1.068 -5.202 2.523  -0.72
58 C -0.662 -6.332 1.825  -0.74
59 C -0.519 -6.277 0.448  -0.83
60 C -0.776 -5.098 -0.239  -0.72
61 H -5.555 1.826 2.377  0.52
62 H -6.248 4.017 1.570  0.42
63 H -4.772 5.311 0.043  0.47
64 H -2.574 4.395 -0.569  0.54
65 H -3.132 0.979 -1.605  0.12
66 H -3.442 0.788 -4.031  0.51
67 H -1.833 1.857 -5.580  0.40
68 H 0.075 3.137 -4.677  0.50
69 H 0.404 3.334 -2.259  0.35
70 H -1.498 4.459 1.800  0.51
71 H -0.029 6.341 2.326  0.42
72 H 2.254 6.450 1.380  0.43
73 H 3.079 4.601 -0.051  0.44
74 H 1.627 2.704 -0.571  -0.76
75 H -3.969 -0.474 4.843  0.58
76 H -2.816 -0.306 6.977  0.44
77 H -0.372 0.141 7.050  0.47
78 H 0.890 0.257 4.938  0.67
79 H 1.770 -1.917 0.399  0.03
80 H 3.027 -3.988 0.735  0.49
81 H 3.034 -5.102 2.943  0.41
82 H 1.759 -4.106 4.820  0.46
83 H 0.497 -2.051 4.497  0.30
84 H 0.208 2.391 3.505  0.54
85 H 1.993 3.985 4.044  0.48
86 H 4.317 3.532 3.327  0.42
87 H 4.841 1.472 2.067  0.52
88 H 3.076 -0.156 1.569  0.47
89 H -6.075 -0.818 1.466  0.57
90 H -7.303 -2.560 0.315  0.44
91 H -6.087 -4.336 -0.936  0.45
92 H -3.636 -4.204 -1.124  0.47
93 H 0.436 -3.431 -2.031  0.44
94 H 0.686 -3.557 -4.455  0.49
95 H -1.152 -2.816 -5.941  0.44
96 H -3.241 -1.928 -4.957  0.45
97 H -3.497 -1.776 -2.528  0.47
98 H -1.631 -3.144 2.395  0.24
99 H -1.196 -5.241 3.596  0.49
100 H -0.473 -7.257 2.353  0.42
101 H -0.222 -7.160 -0.103  0.47
102 H -0.695 -5.086 -1.316  0.57
103 C 5.012 2.740 -2.596  -0.71
104 C 4.457 2.056 -3.826  -0.36
105 O 4.335 0.642 -3.603  -0.29
106 P 2.848 -0.014 -3.544  0.26
107 S 0.652 -0.552 -1.431  0.09
108 S 2.328 0.695 -1.489  0.04
109 O 3.231 -1.537 -3.274  -0.20
110 C 4.211 -1.998 -2.315  0.35
111 C 5.488 -2.392 -3.019  -1.39
112 H 5.136 3.806 -2.793  0.40
113 H 5.985 2.324 -2.339  0.29
114 H 4.344 2.626 -1.741  -0.02
115 H 5.129 2.178 -4.675  0.37
116 H 3.483 2.475 -4.107  0.22
117 H 3.748 -2.853 -1.818  0.17
118 H 4.382 -1.215 -1.574  0.26
119 H 5.300 -3.178 -3.749  0.33
120 H 6.210 -2.764 -2.291  0.40
121 H 5.923 -1.533 -3.528  0.29

Across the entries above, molecular weight takes the values 1357.271; 1351.814; 1163.596 g/mol, respectively.
Across the entries above, total energy takes the values -138722.82065; -314612.19921; -186151.87825 eV, respectively.